# 1
The following is a quantum chemistry calculation of 8 unconnected molecules or ions with the total composition C30H65BrN8O10 at a distorted geometry, from the Open Molecules 2025 dataset.

XYZ file:
```
114
C30H65BrN8O10 ωB97M-V/def2-TZVPD
C 4.11415 2.18938 5.55026
C 4.07231 3.70156 4.92041
O 4.32080 4.71994 5.78933
N 3.83711 4.08040 3.47726
C 4.39060 3.07005 2.49780
C 2.37299 4.21726 3.12740
C 1.40317 4.71403 4.35103
C 0.68907 3.38626 5.01409
C -0.70802 3.80684 5.76157
C -2.01511 3.71204 4.72828
O -2.53135 2.33974 4.59022
C -3.81741 2.30652 3.87507
O -4.75331 3.25968 3.87189
Br -4.23610 0.67204 2.73108
H 5.09230 1.61567 5.24101
H 4.08103 2.22088 6.74265
H 3.19260 1.53123 5.18583
H 5.53774 3.24535 2.22915
H 4.19915 1.94916 2.77371
H 3.80801 3.25359 1.47214
H 1.90494 3.25289 2.61211
H 2.31121 5.06530 2.28968
H 1.90021 5.44020 5.12217
H 0.51877 5.33377 3.84241
H 0.40294 2.64446 4.12760
H 1.38103 2.76976 5.73380
H -0.60701 4.92316 6.09786
H -0.90652 3.07497 6.66786
H -2.83262 4.41852 5.20670
H -1.74619 4.18019 3.68056
C 1.28032 -1.03696 0.37005
N 1.09574 0.33731 0.78641
C 0.44979 0.60300 2.05518
C 1.51566 1.39869 0.01312
O 1.39187 2.58153 0.30334
H 0.30120 -1.51917 0.29891
H 1.89157 -1.55316 1.11577
H 1.77839 -1.09054 -0.60191
H -0.44715 1.20437 1.87908
H 1.13511 1.17049 2.69178
H 0.17477 -0.33158 2.55165
H 1.99300 1.08360 -0.92933
C -7.74370 -0.16648 3.98790
N -8.34181 -1.30042 3.31524
C -8.01859 -1.53843 1.92365
C -9.20801 -2.15900 3.95820
O -9.74793 -3.13396 3.45163
H -8.03656 0.74888 3.46577
H -6.65556 -0.27337 3.96132
H -8.07334 -0.10719 5.02880
H -8.94030 -1.51300 1.33462
H -7.56630 -2.52999 1.82764
H -7.32398 -0.77952 1.55332
H -9.38367 -1.88564 5.01166
C -11.36245 -4.50888 -1.45423
N -10.15324 -3.74671 -1.68434
C -9.98464 -3.06859 -2.95294
C -9.15933 -3.64702 -0.73404
O -8.11485 -3.02142 -0.86185
H -11.43357 -5.29566 -2.21065
H -12.22337 -3.83947 -1.53727
H -11.35718 -4.96547 -0.46068
H -9.08040 -3.44508 -3.44055
H -9.86624 -1.99634 -2.77063
H -10.84970 -3.23875 -3.59969
H -9.39012 -4.20008 0.19127
C -0.49534 8.36460 -0.32290
N 0.77189 7.93511 0.23001
C 1.96343 8.04210 -0.58632
C 0.87843 7.42844 1.50782
O 1.91485 7.04793 2.03671
H -0.70840 7.77408 -1.21853
H -0.42458 9.42328 -0.58821
H -1.30605 8.22854 0.39812
H 2.40353 7.04754 -0.70604
H 2.68587 8.68836 -0.07898
H 1.72269 8.45875 -1.56816
H -0.08680 7.39149 2.03914
C 2.93881 -3.80996 -3.91861
N 2.02684 -2.70712 -3.69931
C 0.71247 -2.75520 -4.30574
C 2.37110 -1.61465 -2.93193
O 1.65142 -0.65047 -2.70590
H 3.12275 -3.90823 -4.99228
H 2.48165 -4.72771 -3.53792
H 3.88970 -3.64280 -3.40527
H 0.59262 -1.89022 -4.96498
H -0.04520 -2.70558 -3.51806
H 0.58599 -3.67660 -4.88071
H 3.39138 -1.68126 -2.51971
C 5.93881 -6.16996 -8.53861
N 5.02684 -5.06712 -8.31931
C 3.71247 -5.11520 -8.92574
C 5.37110 -3.97465 -7.55193
O 4.65142 -3.01047 -7.32590
H 6.12275 -6.26823 -9.61228
H 5.48165 -7.08771 -8.15792
H 6.88970 -6.00280 -8.02527
H 3.59262 -4.25022 -9.58498
H 2.95480 -5.06558 -8.13806
H 3.58599 -6.03660 -9.50071
H 6.39138 -4.04126 -7.13971
C 7.72969 -3.67080 0.00602
N 6.67651 -3.79170 -0.97999
C 6.70196 -2.92542 -2.14040
C 5.65210 -4.70495 -0.84800
O 4.73251 -4.86010 -1.64107
H 7.72209 -2.65375 0.40828
H 8.69073 -3.86835 -0.47728
H 7.58653 -4.38167 0.82445
H 5.78245 -2.33282 -2.16261
H 6.74620 -3.54120 -3.04363
H 7.56843 -2.25937 -2.10610
H 5.73031 -5.31140 0.06931
```

Results
Structure (SMILES) ... CC(=O)N(C)CCCCCOC(=O)Br.CN(C)C=O.CN(C)C=O.CN(C)C=O.CN(C)C=O.CN(C)C=O.CN(C)C=O.CN(C)C=O
Multiplicity ... 1
E_LUMO ... -0.00319 Ha
Total energy ... -134596.1855 eV
Gap between HOMO and LUMO ... 8.40 eV



# 2
The following is a quantum chemistry calculation of a molecular structure, C38H74Hg2O30S8 at a distorted geometry, from the Open Molecules 2025 dataset.

XYZ file:
```
152
C38H74Hg2O30S8 ωB97M-V/def2-TZVPD
Hg 2.85233 0.42176 -1.36729
Hg 1.53748 3.81562 0.65578
O -0.98641 0.14512 0.73653
C 0.05269 0.96568 0.47784
O 1.26014 0.60587 0.29696
O -0.25660 2.21475 0.53903
H -1.71848 0.74434 0.89965
O 2.12092 -3.69099 -0.38427
C 2.58827 -3.05995 -1.46502
O 3.10284 -3.61248 -2.51948
O 2.35437 -1.86326 -1.53694
H 1.59890 -2.94632 -0.07675
O 1.79425 1.30575 -5.47136
C 1.71616 0.39113 -4.46694
O 1.80767 -0.84121 -4.68641
O 1.68019 0.64553 -3.28752
H 2.14793 0.80291 -6.20868
O 4.58096 7.11236 0.93015
C 4.05791 5.97184 1.44216
O 2.83015 5.80111 1.06308
O 4.69604 5.22122 2.08917
H 3.80307 7.19582 0.37382
C 1.33266 2.56905 3.68674
O 2.30489 3.03146 2.85866
H 0.72927 1.76945 3.25703
H 1.90906 2.27496 4.56388
H 0.68175 3.40144 3.95423
C 4.00665 3.38733 -1.46753
O 2.91931 2.73507 -0.86660
H 4.91340 2.79408 -1.58554
H 3.72800 3.84181 -2.41827
H 4.27371 4.26712 -0.88208
C -2.25481 -1.78639 3.64599
C -3.63318 -2.13482 4.33541
C -4.36598 -0.74489 4.66729
S -3.06515 0.48726 4.98722
O -2.87280 0.76720 6.39090
O -3.30323 1.57000 4.04852
C -1.65878 -0.57273 4.29660
H -2.39999 -1.43332 2.62503
H -1.44670 -2.51754 3.66766
H -3.49465 -2.67927 5.26948
H -4.22333 -2.82984 3.73810
H -5.07337 -0.86747 5.48745
H -5.05705 -0.43582 3.88307
H -1.05755 -0.80552 5.17548
H -1.12644 0.01097 3.54560
C 1.04068 4.35889 -4.76702
C -0.42769 3.69684 -4.74136
C -0.76210 3.49863 -3.26274
S -0.13078 4.97236 -2.31512
O 0.50695 4.53154 -1.10274
O -1.13609 5.95544 -2.06246
C 1.03811 5.41832 -3.65291
H 1.26275 4.87638 -5.70030
H 1.82670 3.61338 -4.64669
H -0.52037 2.74563 -5.26550
H -1.04188 4.54893 -5.03259
H -0.15268 2.62655 -3.02571
H -1.81762 3.25637 -3.13908
H 1.95870 5.83408 -3.24331
H 0.54984 6.25918 -4.14548
C -0.19550 -5.53231 0.67760
C -0.79362 -6.95269 0.51640
C -2.29493 -6.84836 0.46297
S -2.84510 -5.42783 1.38753
O -3.27666 -5.65004 2.71806
O -3.54740 -4.48051 0.50209
C -1.12804 -4.73775 1.61168
H -0.07341 -5.08990 -0.31107
H 0.79822 -5.52793 1.12550
H -0.35594 -7.50045 1.35096
H -0.42049 -7.40502 -0.40244
H -2.74317 -7.83453 0.58404
H -2.54645 -6.43800 -0.51502
H -0.89267 -5.01615 2.63890
H -1.00531 -3.66864 1.43835
C 7.92488 -1.71346 -2.31142
C 8.09915 -0.40237 -3.11760
C 6.97063 -0.25484 -4.13562
S 5.47075 -0.89746 -3.19146
O 4.75097 -1.87457 -3.96507
O 4.74785 0.17073 -2.44163
C 6.46262 -1.73967 -1.88634
H 8.63145 -1.83744 -1.49074
H 8.15141 -2.58688 -2.92290
H 9.04887 -0.38452 -3.65222
H 8.12474 0.48952 -2.49153
H 6.96796 -1.00876 -4.92283
H 6.83141 0.73870 -4.56177
H 6.08579 -2.70208 -1.54014
H 6.42846 -1.08836 -1.01300
C 3.10582 -2.38794 3.50683
C 4.48586 -2.81719 3.00752
C 5.32869 -1.50741 2.87228
S 4.27729 -0.28477 2.01054
O 4.13243 -0.49612 0.52897
O 4.49213 1.04670 2.51876
C 2.72204 -1.04636 2.68996
H 3.15098 -2.03424 4.53686
H 2.31783 -3.13890 3.56356
H 4.40915 -3.27728 2.02236
H 5.10092 -3.56821 3.50324
H 6.32451 -1.71602 2.48121
H 5.50252 -1.06587 3.85357
H 1.92556 -1.07378 1.94633
H 2.35477 -0.36071 3.45356
C -3.83802 6.42412 1.34551
C -4.09868 5.00713 1.92427
C -2.72097 4.39286 2.60371
S -1.40355 5.65996 2.24531
O -0.13250 4.99671 1.76951
O -1.36810 6.56986 3.42094
C -2.36148 6.61781 0.95693
H -4.06805 7.19708 2.07880
H -4.41484 6.37210 0.42210
H -4.49470 4.30100 1.19445
H -4.81713 4.92277 2.73962
H -2.48590 3.48209 2.05297
H -2.85975 4.17307 3.66227
H -2.20927 6.15634 -0.01877
H -2.05934 7.66340 1.01667
C -5.67921 -1.93716 -0.21260
C -5.43460 -1.43445 1.26053
C -6.32807 -2.40009 2.16402
S -7.96673 -2.09035 1.30945
O -8.38268 -0.66899 1.60847
O -8.80945 -3.22806 1.62488
C -7.20882 -2.07449 -0.39054
H -5.43667 -2.97427 0.01908
H -5.39975 -1.39380 -1.11524
H -5.69893 -0.37706 1.24849
H -4.37731 -1.50593 1.51575
H -6.28961 -2.13304 3.22009
H -6.04334 -3.44334 2.02743
H -7.75545 -1.29628 -0.92319
H -7.56709 -2.96778 -0.90219
C -3.04956 -2.56867 -3.92085
C -2.68153 -1.43981 -3.00112
C -1.22818 -1.33694 -3.08462
S -0.65049 -3.05578 -3.11191
O -0.65929 -3.46467 -1.70610
O 0.58961 -3.23962 -3.86799
C -2.12536 -3.75979 -3.98057
H -3.08738 -2.26643 -4.96743
H -4.03018 -3.00966 -3.74194
H -2.96587 -1.68110 -1.97691
H -3.17228 -0.50326 -3.26597
H -0.72055 -0.90767 -2.22083
H -0.80920 -0.83429 -3.95634
H -2.46818 -4.67313 -3.49438
H -1.81948 -3.97943 -5.00347
```

Results
Multiplicity ... 1
E_LUMO ... 0.11053 Ha
Total energy ... -197053.6742 eV
Net charge ... -2
Gap between HOMO and LUMO ... 4.56 eV



# 3
The following is a quantum chemistry calculation of a molecular structure, C8H11N2S at a distorted geometry, from the Open Molecules 2025 dataset.

XYZ file:
```
22
C8H11N2S ωB97M-V/def2-TZVPD
C 1.22762 -0.87042 -1.80150
C 2.09573 -0.72476 -2.86754
C 0.81209 0.38869 -1.31609
C -1.10728 -1.40450 0.61583
C -2.16617 -0.47974 0.15684
C -0.73786 0.80390 1.98569
C 0.03647 0.81016 -0.25648
C -0.81779 0.07895 0.65112
N 2.35100 0.52982 -3.22794
N 0.68205 1.14313 2.08198
S 1.61965 1.60641 -2.33737
H 0.95022 -1.82101 -1.38819
H 2.56962 -1.52151 -3.41467
H -1.21680 -1.88325 1.57778
H -0.62647 -2.02329 -0.12223
H -2.37884 -0.41272 -0.89880
H -3.00803 -0.26174 0.79562
H -1.31449 1.73214 1.95783
H -1.11285 0.18997 2.81275
H 0.03370 1.87990 -0.08407
H 0.86606 1.89819 2.73099
H 1.24235 0.34169 2.34845
```

Results
Multiplicity ... 1
E_LUMO ... -0.22439 Ha
Total energy ... -22280.8127 eV
Net charge ... +1
Gap between HOMO and LUMO ... 7.55 eV



# 4
The following is a quantum chemistry calculation of 2 unconnected molecules or ions with the total composition C3H10NOS, from the Open Molecules 2025 dataset.

XYZ file:
```
16
C3H10NOS ωB97M-V/def2-TZVPD
C -2.00891 1.09700 -0.98881
S -2.83105 0.11800 0.30625
C -1.50450 -1.07780 0.61697
H -1.95728 0.54439 -1.92317
H -0.99573 1.31153 -0.64273
H -2.57036 2.02144 -1.11428
H -1.70357 -1.59483 1.55491
H -1.38250 -1.77378 -0.20912
H -0.58264 -0.49107 0.71982
N 2.89219 0.18986 0.89949
C 1.97433 -0.37437 -0.14874
O 0.92742 0.39341 -0.45296
H 3.18916 1.08487 0.51575
H 2.24163 0.49433 1.62673
H 2.63395 -0.57292 -1.02242
H 1.67784 -1.37007 0.26232
```

Results
Multiplicity ... 1
E_LUMO ... 0.12692 Ha
Total energy ... -17645.9518 eV
Net charge ... -1
Gap between HOMO and LUMO ... 6.42 eV



# 5
The following is a quantum chemistry calculation of C3H4INO in the gas phase at a distorted geometry, from the Open Molecules 2025 dataset.

XYZ file:
```
10
C3H4INO ωB97M-V/def2-TZVPD
C -0.70619 -1.24019 -0.71239
C -0.46673 0.64827 0.63052
C 0.13720 -0.00883 -0.79413
N -1.39387 -1.44138 0.36848
O -1.23558 -0.37167 1.22172
I -0.23302 1.39172 -2.35323
H -0.74834 -2.03231 -1.34773
H 0.39924 1.04161 1.16716
H -1.04199 1.46215 0.36293
H 1.10882 -0.30111 -0.72047
```

Results
⟨S²⟩ ... 2.010
Multiplicity ... 3
E_LUMO (spin up / spin down) ... 0.02168 / -0.14433 Ha
Total energy ... -14807.0214 eV
Gap between HOMO and LUMO (spin up / spin down) ... 6.29 / 5.40 eV